[1]
Below is 18 unconnected molecules or ions with the total composition H36O18 in a non-equilibrium geometry, with properties calculated with ωB97M-V/def2-TZVPD.

ORCA input file:
```
! RIJCOSX wB97M-V def2-TZVPD def2/J DEFGRID3
* xyz 1 2
O 2.181 -0.084 2.603
H 1.479 0.367 3.125
H 2.256 0.300 1.719
O -1.179 -0.708 -4.847
H -0.241 -0.759 -4.865
H -1.507 -0.058 -5.409
O 0.628 2.022 3.545
H 0.169 1.321 4.063
H -0.101 2.588 3.257
O 2.319 0.078 -4.927
H 2.714 -0.672 -5.322
H 1.554 0.615 -5.162
O -2.300 -1.464 -2.491
H -1.816 -2.246 -2.235
H -2.047 -1.500 -3.490
O 2.450 -2.807 1.047
H 3.334 -2.409 1.033
H 2.176 -2.125 1.674
O -3.523 2.134 -1.733
H -3.689 1.496 -2.407
H -3.062 1.621 -0.988
O -1.089 1.306 -0.295
H -0.727 2.008 0.397
H -0.997 2.093 -1.033
O -3.261 0.278 3.766
H -4.136 0.115 4.097
H -3.022 1.112 3.392
O 3.752 2.250 -3.091
H 3.604 1.804 -3.900
H 3.658 3.204 -3.084
O 1.446 -4.982 -0.711
H 1.443 -4.159 -1.167
H 1.866 -5.129 0.115
O 1.540 -2.186 -2.453
H 1.250 -1.944 -1.539
H 2.469 -2.147 -2.576
O -0.411 -1.374 5.219
H -0.823 -2.125 5.632
H -0.735 -1.366 4.252
O -0.223 4.231 -0.870
H 0.409 4.455 -0.168
H -0.248 5.111 -1.241
O 0.636 1.430 -3.781
H 0.810 0.511 -3.489
H 0.834 2.031 -3.037
O -0.417 -1.172 2.385
H -1.229 -0.752 2.166
H 0.368 -0.699 2.028
O -0.980 -3.650 3.015
H -0.519 -2.900 2.661
H -0.441 -4.460 2.888
O -2.234 3.038 3.782
H -1.966 2.386 4.415
H -2.420 3.973 4.033
*
```

Output
gap between HOMO and LUMO (spin up / spin down): 0.3841 / 0.0773 Eh
LUMO (spin up / spin down): -2.795 / -10.640 eV

Atomic partial charges in e from the Löwdin method, atoms 1 to 2: atom 1 (O): -0.0547, atom 2 (H): 0.0148



[2]
Below is 18 unconnected molecules or ions with the total composition H37O18 in a non-equilibrium geometry, with properties calculated with ωB97M-V/def2-TZVPD.

ORCA input file:
```
! RIJCOSX wB97M-V def2-TZVPD def2/J DEFGRID3
* xyz 1 1
O -0.653 1.177 0.005
H 0.846 2.365 0.208
H -1.293 1.601 0.737
O 1.700 0.010 -0.926
H -0.577 0.305 0.189
O 0.554 0.225 2.596
H 0.774 -0.645 2.458
H 1.061 0.532 3.312
O -0.246 3.257 3.571
H -0.867 2.381 3.387
H -0.848 3.889 3.292
O 3.928 1.137 2.797
H 4.392 0.515 3.224
H 4.122 1.923 3.052
O -1.465 -1.081 -1.665
H -1.170 -0.430 -2.186
H -2.006 -0.692 -1.007
O -3.803 -1.220 1.581
H -4.420 -0.659 1.925
H -4.502 -1.649 1.015
O -5.462 0.664 1.763
H -5.984 0.677 0.998
H -5.850 1.414 2.307
O 2.407 4.928 -0.667
H 3.091 5.691 -1.047
H 2.157 5.419 0.042
O -1.331 -3.521 2.436
H -2.270 -3.498 2.455
H -1.032 -3.764 3.314
O -0.542 1.135 -4.758
H -1.378 0.905 -5.271
H -0.724 0.543 -3.937
O -1.975 0.868 2.455
H -2.926 1.062 2.377
H -1.956 -0.006 2.981
O 1.319 2.644 -0.765
H 2.195 3.037 -0.497
H 1.434 1.606 -1.168
O -2.062 -1.600 -3.951
H -1.157 -1.795 -4.344
H -2.507 -2.482 -3.755
O 3.081 -3.910 -2.775
H 3.950 -4.090 -2.416
H 3.244 -4.490 -3.552
O 1.208 -2.059 -2.658
H 1.675 -2.779 -2.638
H 0.388 -2.045 -2.011
O 3.948 2.540 0.347
H 3.706 3.202 1.109
H 4.690 2.011 0.709
O -0.048 -4.718 -1.143
H 0.024 -5.486 -0.612
H -0.774 -4.098 -0.990
H 1.949 -0.545 -1.752
H 1.985 -0.402 -0.151
*
```

Output
gap between HOMO and LUMO: 0.3749 Eh
LUMO: -2.398 eV

Atomic partial charges in e from the Löwdin method, atoms 1 to 2: atom 1 (O): -0.0683, atom 2 (H): 0.2174



[3]
Below is 18 unconnected molecules or ions with the total composition H37O18 in a non-equilibrium geometry, with properties calculated with ωB97M-V/def2-TZVPD.

ORCA input file:
```
! RIJCOSX wB97M-V def2-TZVPD def2/J DEFGRID3
* xyz 1 1
O -3.996 1.602 1.898
H 3.221 0.895 2.380
H 2.545 -2.858 -2.466
O 2.522 -2.551 -1.444
H -4.904 1.148 1.953
O 2.800 0.644 -0.036
H 2.753 1.531 0.446
H 3.297 0.247 0.830
O 2.983 -1.210 1.792
H 3.433 -1.998 2.209
H 2.349 -1.691 1.196
O -3.050 4.083 -0.895
H -3.838 4.384 -1.062
H -2.525 4.784 -0.457
O -0.921 -1.350 1.952
H -0.786 -2.090 1.393
H -1.850 -1.071 1.701
O 0.414 0.017 0.346
H -3.131 1.882 -0.107
H -0.319 0.733 0.105
O -0.666 -2.861 -0.390
H 0.119 -2.389 -0.541
H -0.484 -3.747 -0.230
O -2.673 -4.182 -3.299
H -2.584 -4.798 -2.478
H -3.742 2.157 2.609
O -2.142 1.711 -0.201
H 1.720 0.117 -0.152
H -2.156 2.209 -1.141
O 5.636 -1.810 -0.854
H 5.605 -1.187 -0.254
H 5.680 -1.375 -1.791
O -1.894 3.801 -4.269
H -1.698 2.775 -4.177
H -2.151 4.188 -3.332
O 3.349 1.883 2.228
H -2.895 -3.497 -2.933
H 3.762 2.314 2.977
O -4.581 -0.564 -2.573
H -5.428 -0.390 -2.050
H -4.314 0.112 -3.231
O -1.622 -5.452 -0.270
H -1.560 -5.726 0.598
H -2.276 -5.827 -0.780
O 4.870 0.863 -2.804
H 5.471 1.495 -2.730
H 4.048 1.155 -2.404
O -1.248 3.093 3.470
H -1.224 3.019 4.495
H -1.378 2.260 3.041
O 0.865 2.278 4.269
H 1.023 1.259 3.921
H 0.205 2.652 3.641
H 0.011 -0.386 1.254
H 3.354 -2.284 -1.351
*
```

Output
gap between HOMO and LUMO: 0.3784 Eh
LUMO: -2.955 eV

Atomic partial charges in e from the Löwdin method, atoms 1 to 2: atom 1 (O): -0.0659, atom 2 (H): 0.0515



[4]
Below is a molecular structure, H37O18 in a non-equilibrium geometry, with properties calculated with ωB97M-V/def2-TZVPD.

ORCA input file:
```
! RIJCOSX wB97M-V def2-TZVPD def2/J DEFGRID3
* xyz 1 1
O -4.073 3.180 -0.946
H 4.001 0.986 2.045
H 2.844 4.658 2.122
O 2.545 4.321 1.272
H -3.435 3.084 -0.253
O 3.485 3.025 -1.252
H 3.652 3.972 -1.234
H -0.606 0.607 -1.525
O 0.081 -4.598 -2.761
H -1.563 -2.653 -3.507
H 0.594 -5.264 -3.199
O -4.288 0.485 -2.982
H -4.623 0.965 -2.206
H -4.954 -0.217 -2.897
O 0.833 2.252 1.896
H 1.326 2.933 1.389
H 1.665 2.174 2.387
O -4.327 -2.786 1.103
H -2.410 -0.044 0.588
H 0.867 -0.777 -1.331
O -0.377 -0.786 1.265
H 0.224 -0.670 2.018
H -0.115 0.002 0.822
O 3.350 -3.206 1.657
H 3.399 -2.305 2.021
H -0.144 -2.730 -3.833
O 0.080 -0.266 -1.700
H -3.492 -2.603 0.665
H 0.345 -4.425 -1.857
O 4.231 0.081 -2.566
H 3.606 0.734 -2.898
H 4.858 0.645 -2.108
O -5.132 0.350 3.339
H -5.301 -0.594 3.231
H -4.762 0.337 4.214
O 3.271 0.449 1.765
H 3.468 -3.606 2.531
H 3.097 0.477 0.827
O 2.443 -0.855 4.385
H 1.980 -0.128 4.821
H 3.299 -0.434 4.282
O 1.822 -1.745 -0.684
H 2.681 -1.351 -0.861
H 1.927 -2.176 0.175
O -0.791 -2.085 -3.590
H -4.256 4.107 -1.109
H -0.350 -0.820 -2.388
O -3.191 -0.426 0.201
H 2.522 2.999 -1.321
H -3.770 -0.615 0.951
O -1.487 1.543 -1.755
H -2.144 1.253 -1.109
H -1.942 1.310 -2.587
H -4.118 -3.318 1.876
H 3.155 4.555 0.610
*
```

Output
gap between HOMO and LUMO: 0.3949 Eh
LUMO: -2.789 eV

Atomic partial charges in e from the Löwdin method, atoms 1 to 2: atom 1 (O): -0.0307, atom 2 (H): 0.0462



[5]
Below is 18 unconnected molecules or ions with the total composition H37O18 in a non-equilibrium geometry, with properties calculated with ωB97M-V/def2-TZVPD.

ORCA input file:
```
! RIJCOSX wB97M-V def2-TZVPD def2/J DEFGRID3
* xyz 1 1
O -1.587 -1.825 -0.279
H 1.785 2.291 0.931
H 3.946 -0.495 0.809
O 3.156 -0.094 0.813
H -1.127 -2.311 0.419
O 0.262 -4.300 2.172
H 0.514 -4.651 3.022
H 2.268 -1.182 -2.363
O 0.428 -3.150 4.580
H 0.669 -2.625 5.368
H -0.493 -3.188 4.731
O 2.757 0.706 -1.553
H 3.597 1.017 -1.901
H 2.889 0.503 -0.570
O -0.898 0.396 -1.941
H -1.107 0.484 -3.097
H -1.559 -0.222 -1.681
O -0.233 3.521 -2.176
H -3.268 -0.458 -1.298
H 2.301 1.232 -5.471
O -2.497 -4.225 2.854
H -2.409 -4.402 1.803
H -1.589 -4.285 3.029
O 0.730 3.600 3.567
H 0.911 4.003 4.399
H -0.234 -0.449 -1.831
O 1.478 1.770 -5.254
H -0.802 3.743 -1.341
H 1.838 2.405 -4.422
O -2.471 -4.725 -2.754
H -3.363 -4.696 -2.904
H -2.104 -5.021 -1.986
O -1.168 0.944 -4.507
H -1.169 0.508 -5.404
H -0.923 1.948 -4.629
O 2.605 2.561 1.342
H 0.406 2.645 3.833
H 2.209 3.183 1.934
O -1.112 -0.490 2.126
H -0.470 -1.089 2.618
H -1.626 -0.052 2.885
O 0.949 1.055 3.673
H 1.853 1.270 3.525
H 1.134 1.000 4.569
O 1.312 -1.007 -2.407
H -2.067 -1.285 0.346
H 1.426 0.103 -2.371
O -3.259 0.025 -2.147
H 0.945 -3.613 1.986
H -3.404 -0.452 -2.959
O -0.786 5.111 1.314
H -0.186 4.427 1.698
H -1.072 5.477 2.241
H -0.472 4.400 -2.451
H 3.428 0.852 1.155
*
```

Output
gap between HOMO and LUMO: 0.3918 Eh
LUMO: -2.638 eV

Atomic partial charges in e from the Löwdin method, atoms 1 to 2: atom 1 (O): -0.0406, atom 2 (H): 0.0534



[6]
Below is a molecular structure, H37O19 in a non-equilibrium geometry, with properties calculated with ωB97M-V/def2-TZVPD.

ORCA input file:
```
! RIJCOSX wB97M-V def2-TZVPD def2/J DEFGRID3
* xyz -1 1
O -1.107 0.722 -4.710
H -1.722 0.022 -4.469
H -1.748 1.421 -4.493
O 3.263 -1.343 -2.216
H -2.021 -1.830 3.940
H 4.126 -1.704 -2.348
O 2.832 1.781 0.366
H 1.285 1.568 -3.294
H 2.025 1.154 -0.208
O -2.741 -3.034 -2.458
H -2.913 -2.153 -2.076
H -1.807 -2.960 -2.085
O -1.883 2.064 -0.896
H -1.217 1.587 -1.410
H -0.933 1.060 0.857
O 0.814 -3.829 -0.920
H 0.302 -3.393 -0.260
H 1.091 -3.193 -1.567
O 1.422 0.526 -1.153
H -2.786 1.994 -1.322
H 1.960 0.833 -1.875
O 1.079 2.558 -3.265
H -2.284 0.641 2.537
O 2.774 -0.279 1.578
H 3.285 0.630 1.614
H 2.074 0.224 1.114
O -4.116 0.751 -0.635
H -3.831 0.383 0.272
H -4.887 1.229 -0.231
O -0.504 -1.253 -0.847
H -0.224 -1.447 0.071
H 0.209 -0.664 -1.185
O 1.624 -2.942 2.649
H 3.251 2.538 -0.024
H 2.131 -2.408 2.002
O -1.360 0.250 1.117
H 0.954 4.654 -1.390
H 1.055 2.545 -2.299
O -2.745 1.483 2.938
H -1.362 -0.274 0.295
H 0.942 -3.372 2.051
O -2.712 -2.001 0.206
H -2.331 -1.838 1.066
H -2.369 -2.883 -0.084
O 0.054 4.319 -1.182
H 0.095 3.372 -1.205
H -2.660 2.086 2.202
O 2.886 2.361 3.285
H 3.292 2.681 2.426
H 2.350 1.590 3.038
O -1.248 -2.083 3.411
H -0.504 -1.462 3.460
H 3.088 -0.592 -1.628
O 1.055 -0.565 3.475
H 0.756 -1.057 2.696
H 1.945 -0.472 3.071
*
```

Output
gap between HOMO and LUMO: 0.3663 Eh
LUMO: 2.273 eV

Atomic partial charges in e from the Löwdin method, atoms 1 to 2: atom 1 (O): -0.0587, atom 2 (H): 0.0282



[7]
Below is 19 unconnected molecules or ions with the total composition H39O19 in a non-equilibrium geometry, with properties calculated with ωB97M-V/def2-TZVPD.

ORCA input file:
```
! RIJCOSX wB97M-V def2-TZVPD def2/J DEFGRID3
* xyz 1 1
O -2.290 -3.645 0.303
H -1.007 0.983 -3.724
H -3.147 -3.781 0.783
O -0.113 3.020 2.664
H 0.347 2.172 2.513
H 0.166 3.436 3.504
O -1.025 2.638 -1.295
H -0.601 3.342 -0.716
H -2.030 2.942 -1.764
O 1.090 4.042 -0.149
H 1.954 4.175 -0.573
H -3.305 1.605 -2.243
O -3.697 1.820 0.354
H -4.026 1.187 1.048
H -3.529 1.048 -0.196
O 1.347 -0.839 3.347
H 1.150 -0.865 4.316
H 2.221 -1.120 3.020
O 1.635 2.288 -1.684
H -0.565 1.538 -4.939
H 1.832 1.299 -1.791
O -0.250 1.544 -4.030
H 2.108 2.369 -0.847
O 3.051 -1.996 1.725
H 3.229 -2.699 2.347
H 2.769 -2.515 0.927
O 3.488 1.415 2.400
H 4.112 1.801 1.793
H 1.152 -3.589 -1.549
O 1.998 -0.317 -2.436
H -0.185 2.352 -1.821
H 2.053 -0.809 -3.250
O -3.273 2.573 -2.302
H -3.798 2.760 -1.424
H 1.076 0.112 -2.391
O -1.882 3.606 1.117
H 3.678 0.503 2.577
H -2.051 -4.528 0.043
O -0.980 -1.155 1.997
H -0.152 -1.202 2.467
H 1.246 3.847 0.799
O -0.935 0.230 -0.319
H -1.503 -0.515 -0.241
H -0.100 0.256 0.114
O 0.456 -4.176 2.654
H 0.588 -5.046 -0.628
H 1.202 -4.096 3.257
O 0.736 -4.429 0.137
H 0.641 -3.514 1.958
H 0.297 -4.783 0.913
O 0.822 -3.418 -2.446
H 1.377 -4.182 -2.741
H -2.521 3.924 1.857
O -0.824 -0.918 -2.991
H -0.841 -1.148 -2.059
H -0.628 -1.805 -3.316
H -1.262 4.335 1.102
H -1.302 -2.071 1.828
*
```

Output
gap between HOMO and LUMO: 0.3776 Eh
LUMO: -2.532 eV

Atomic partial charges in e from the Löwdin method, atoms 1 to 2: atom 1 (O): -0.0574, atom 2 (H): 0.0300



[8]
Below is 20 unconnected molecules or ions with the total composition H39O20 in a non-equilibrium geometry, with properties calculated with ωB97M-V/def2-TZVPD.

ORCA input file:
```
! RIJCOSX wB97M-V def2-TZVPD def2/J DEFGRID3
* xyz -1 1
O 2.521 3.560 3.833
H 2.103 2.885 3.269
O 1.155 2.767 -2.290
H 0.661 2.353 -1.561
H 1.501 1.983 -2.735
O -0.855 5.228 -2.741
H -1.428 4.465 -2.771
H -0.014 4.832 -3.002
O -3.314 -0.454 -1.529
H -3.047 -0.297 -0.614
H 2.985 3.032 4.493
O 0.351 -1.193 5.103
H 0.365 -2.034 4.622
H -0.479 -0.897 4.726
O -5.144 -2.439 -1.586
H -5.711 -1.870 -1.060
H -4.297 -1.954 -1.453
O -1.779 -3.096 1.450
H -1.076 -3.383 2.041
H -1.446 -2.932 0.541
O 0.985 1.102 0.155
H -2.670 -0.582 -2.229
H 0.954 1.235 2.023
O 3.512 -1.869 -3.362
H 4.264 -1.876 -2.765
H 2.980 -1.268 -2.815
O -1.478 0.928 -4.555
H -0.799 0.959 -3.865
H -1.608 -0.025 -4.458
O -1.625 -0.030 0.605
H -1.012 -0.771 0.285
H -1.559 0.159 1.534
O -2.975 3.136 -1.414
H -2.336 2.764 -0.804
H -3.551 2.428 -1.725
O -0.647 -1.974 -0.767
H -1.046 -1.433 -1.454
H 0.076 0.701 0.142
O 1.414 1.188 2.870
H 1.363 0.453 -0.458
H 2.274 0.817 2.671
O -2.024 -2.885 -3.640
H -1.409 -3.122 -2.931
H -2.838 -2.848 -3.112
O 0.728 -0.450 -2.398
H 0.617 -0.791 -1.467
H 0.248 -1.205 -2.768
O 3.004 0.104 5.074
H 3.318 -0.728 5.440
H 2.139 -0.070 4.676
O 4.059 1.985 0.978
H 3.575 2.070 0.155
H 4.996 1.984 0.766
O -3.668 -2.877 3.579
H -2.762 -2.678 3.347
H -4.006 -3.430 2.864
O 5.111 -0.450 0.161
H 5.113 -0.604 1.111
H 4.231 -0.601 -0.188
*
```

Output
gap between HOMO and LUMO: 0.3379 Eh
LUMO: 1.669 eV

Atomic partial charges in e from the Löwdin method, atoms 1 to 2: atom 1 (O): -0.0879, atom 2 (H): -0.0121



[9]
Below is 2 unconnected molecules or ions with the total composition H3INOP in a non-equilibrium geometry, with properties calculated with ωB97M-V/def2-TZVPD.

ORCA input file:
```
! RIJCOSX wB97M-V def2-TZVPD def2/J DEFGRID3
* xyz 0 1
N 0.604 -0.946 -0.018
O -0.451 0.909 1.135
P -0.416 0.293 -0.366
I 1.235 1.778 -1.504
H 0.930 -1.445 -0.844
H -0.808 -2.198 0.328
H -1.093 1.609 1.268
*
```

Output
gap between HOMO and LUMO (spin up / spin down): 0.2537 / 0.2843 Eh
LUMO (spin up / spin down): -1.916 / -1.141 eV

Atomic partial charges in e from the Löwdin method, atoms 1 to 2: atom 1 (N): -0.2948, atom 2 (O): -0.4033



[10]
Below is a molecular structure, H3INP in a non-equilibrium geometry, with properties calculated with ωB97M-V/def2-TZVPD.

ORCA input file:
```
! RIJCOSX wB97M-V def2-TZVPD def2/J DEFGRID3
* xyz 0 1
N -0.188 -0.350 -0.582
P 0.134 0.578 0.856
I -1.601 0.433 -1.811
H 1.329 -0.125 -1.577
H -0.755 -0.022 1.821
H 1.081 -0.515 1.292
*
```

Output
gap between HOMO and LUMO (spin up / spin down): 0.2676 / 0.2873 Eh
LUMO (spin up / spin down): -1.522 / -1.179 eV

Atomic partial charges in e from the Löwdin method, atoms 1 to 2: atom 1 (N): -1.0418, atom 2 (P): 0.5024



[11]
Below is 2 unconnected molecules or ions with the total composition H3N2O2P in a non-equilibrium geometry, with properties calculated with ωB97M-V/def2-TZVPD.

ORCA input file:
```
! RIJCOSX wB97M-V def2-TZVPD def2/J DEFGRID3
* xyz 0 1
N 0.914 0.687 -0.112
P -0.658 1.181 0.090
O -1.101 0.528 1.327
H 1.493 0.390 0.639
H 1.596 1.125 -0.773
N -2.513 -1.230 -0.189
O -2.260 -0.398 -1.030
H -1.892 -0.993 0.703
*
```

Output
gap between HOMO and LUMO: 0.3290 Eh
LUMO: -0.445 eV

Atomic partial charges in e from the Löwdin method, atoms 1 to 2: atom 1 (N): -0.2050, atom 2 (P): 0.7157



[12]
Below is a molecular structure, H3N2O3P in a non-equilibrium geometry, with properties calculated with ωB97M-V/def2-TZVPD.

ORCA input file:
```
! RIJCOSX wB97M-V def2-TZVPD def2/J DEFGRID3
* xyz 0 1
N -0.772 -1.423 -0.032
N 1.324 0.753 0.298
O -1.025 1.601 0.931
O -0.609 0.710 -1.473
O -1.877 -1.845 0.170
P -0.268 0.832 -0.064
H -0.317 -1.804 -0.864
H 1.984 0.302 -0.324
H 1.562 0.874 1.358
*
```

Output
gap between HOMO and LUMO (spin up / spin down): 0.3349 / 0.3349 Eh
LUMO (spin up / spin down): -1.733 / -1.735 eV

Atomic partial charges in e from the Löwdin method, atoms 1 to 2: atom 1 (N): -0.0161, atom 2 (N): -0.0783